Formula: C49H54N4OS2Se4Tc
Source: the OMol25 dataset
Level of theory: the ωB97M-V functional and the def2-TZVPD basis

Results
E_tot, a.u.: -12676.8421
Net charge: 0
M, g mol⁻¹: 1192.972
E_HOMO (spin up / spin down), eV: -6.34 / -6.83
Frontier orbital gap (spin up / spin down), eV: 5.8333 / 5.9879
Multiplicity: 4
Energy above the lowest of the compared OMol25 structures with the same formula, charge and spin, eV: 0.000
⟨S²⟩: 3.79

Structure (XYZ):
```
115
Properties=species:S:1:pos:R:3:forces:R:3
Tc -0.09122 -0.79085 1.25247 0.29 -0.01 -0.10
Se 0.02660 -0.19150 3.60038 0.21 -0.17 0.11
Se -1.41465 -1.68507 4.70723 -0.09 0.02 -0.25
Se -0.94159 -3.74582 3.69047 0.30 0.00 0.06
Se -0.07314 -3.18469 1.55675 -0.24 -0.14 0.35
C -3.07254 1.39966 3.34919 0.02 0.03 -0.04
C -3.17960 0.39338 2.20134 -0.10 0.12 -0.09
C -4.34681 -0.56349 2.43236 -0.06 0.03 0.01
C -3.22881 1.13754 0.87862 -0.07 0.00 0.18
C -4.46128 1.57205 0.40580 -0.09 -0.03 -0.05
C -4.56941 2.31072 -0.75932 0.07 -0.04 0.02
C -3.42130 2.60099 -1.47361 -0.01 0.01 0.03
C -2.15945 2.20923 -1.03352 0.10 -0.03 -0.11
C -0.99028 2.53144 -1.96237 -0.15 0.08 0.01
C -1.06996 1.68515 -3.23188 0.02 -0.03 -0.01
C -0.92746 4.01800 -2.35103 0.00 -0.06 0.06
C -2.05838 1.49749 0.18602 0.06 0.02 -0.02
N -0.79317 1.09563 0.70668 -0.05 0.16 -0.33
C 0.22326 1.96154 0.77960 -0.12 0.17 0.12
C 1.54764 1.47498 0.79074 0.27 0.16 0.05
N 1.77445 0.15591 0.79844 -0.15 0.00 0.06
C 3.12557 -0.30307 0.54782 -0.06 -0.14 0.01
C 3.55613 -0.43040 -0.79480 -0.05 0.02 -0.08
C 4.83927 -0.91312 -1.04998 0.10 0.06 0.00
C 5.72498 -1.22298 -0.03744 -0.04 0.07 0.03
C 5.31378 -1.04058 1.26876 0.06 0.02 -0.06
C 4.03442 -0.58772 1.59466 0.08 0.02 0.10
C 3.80570 -0.45342 3.09776 -0.32 -0.04 -0.03
C 3.24694 0.89673 3.55256 0.09 -0.07 -0.05
C 3.05999 -1.68573 3.63940 0.13 0.01 0.00
C 2.77977 -0.06306 -2.06213 -0.14 -0.02 0.13
C 2.75130 1.43881 -2.36606 0.09 0.00 0.02
C 1.38000 -0.65136 -2.15055 0.09 -0.02 0.00
C 2.46483 2.64007 0.80771 -0.01 -0.07 -0.06
C 3.81990 2.83058 0.77125 0.03 0.02 -0.05
C 4.32120 4.16031 0.82403 0.00 -0.06 0.00
C 3.50204 5.25585 0.91987 -0.02 0.02 0.01
C 2.09202 5.08589 0.96018 0.00 0.00 0.01
C 1.10283 6.10017 1.09067 0.05 -0.01 0.01
C -0.22376 5.76090 1.14953 -0.02 -0.03 -0.01
C -0.67292 4.41428 1.05163 -0.05 0.07 0.03
C 0.25789 3.42777 0.89524 0.01 -0.03 -0.07
C 1.62893 3.78056 0.88249 -0.03 -0.04 -0.03
H -3.02531 0.88445 4.31150 0.00 0.03 -0.04
H -3.94804 2.05665 3.34497 0.02 -0.03 0.02
H -2.17581 2.01493 3.24730 -0.05 -0.02 0.01
H -2.26939 -0.21214 2.22429 0.00 -0.06 0.02
H -5.28712 -0.02942 2.59487 0.04 -0.03 -0.01
H -4.14154 -1.15563 3.32508 -0.02 0.01 -0.02
H -4.48168 -1.25427 1.59633 0.01 0.05 0.02
H -5.35513 1.33289 0.96961 0.03 -0.01 -0.03
H -5.53721 2.64564 -1.11311 0.03 -0.02 0.01
H -3.50041 3.14424 -2.40895 0.01 -0.01 0.04
H -0.05890 2.27414 -1.47225 0.07 -0.02 0.10
H -2.00715 1.86789 -3.76403 0.02 0.00 0.00
H -1.01382 0.62725 -2.99012 -0.02 -0.08 -0.01
H -0.23905 1.93208 -3.89973 -0.04 -0.02 0.02
H -1.64032 4.24127 -3.14933 0.01 0.01 0.03
H 0.07137 4.26436 -2.72014 -0.05 -0.02 -0.03
H -1.14411 4.67333 -1.50887 0.03 0.00 0.00
H 5.15118 -1.03349 -2.08085 -0.03 0.01 0.03
H 6.72244 -1.58234 -0.26106 -0.03 0.00 0.00
H 6.00742 -1.24703 2.07702 -0.03 0.01 -0.01
H 4.80356 -0.49766 3.53690 0.07 0.02 -0.02
H 2.23505 1.07691 3.21103 -0.05 0.06 0.00
H 3.87076 1.70979 3.17715 0.02 -0.03 0.08
H 3.24251 0.94214 4.64304 -0.03 -0.02 -0.01
H 2.20602 -1.95308 3.02250 -0.02 -0.01 0.01
H 2.69884 -1.51437 4.65521 0.03 -0.02 -0.03
H 3.73998 -2.54476 3.65819 -0.01 0.04 -0.02
H 3.36316 -0.51139 -2.86739 0.02 -0.09 -0.02
H 2.05083 1.97138 -1.72438 0.01 0.02 0.04
H 2.43407 1.59025 -3.40176 0.00 0.00 0.04
H 3.73542 1.89503 -2.24065 -0.01 0.00 -0.01
H 0.68846 -0.11028 -1.51235 -0.07 0.04 -0.01
H 1.37762 -1.69984 -1.85237 -0.02 0.00 0.02
H 1.01779 -0.57888 -3.17996 -0.01 0.00 0.03
H 4.51329 2.00093 0.70303 -0.02 0.04 0.00
H 5.39445 4.30585 0.79529 -0.03 -0.01 -0.01
H 3.92642 6.25220 0.96841 -0.01 -0.03 0.00
H 1.40432 7.13929 1.15979 -0.01 -0.03 0.00
H -0.96286 6.54375 1.26622 0.00 -0.01 0.00
H -1.73308 4.19483 1.09542 0.01 0.01 -0.03
O -1.07429 -1.34131 -0.75483 -0.27 -0.04 0.03
S -2.44563 -1.97338 -0.50533 0.00 -0.02 -0.32
C -3.43682 -1.47053 -1.91148 0.02 0.13 0.11
C -4.78565 -1.22813 -1.71128 0.03 0.02 0.08
C -5.57513 -0.86864 -2.79636 0.00 -0.03 0.01
C -5.00650 -0.74674 -4.05505 0.00 -0.01 0.01
C -3.64985 -0.99475 -4.24035 0.02 0.01 0.02
C -2.85754 -1.36455 -3.16642 0.00 -0.03 -0.06
C -2.31797 -3.68782 -0.99254 -0.01 0.00 0.06
C -1.23409 -4.12031 -1.72987 0.07 0.00 -0.04
C -1.19555 -5.44534 -2.13915 -0.01 -0.03 -0.02
C -2.23239 -6.30808 -1.80948 -0.01 0.04 0.02
C -3.30743 -5.85768 -1.05019 0.03 0.00 -0.02
C -3.35217 -4.53773 -0.63041 -0.01 0.01 0.03
H -5.21438 -1.31106 -0.71858 0.02 0.04 -0.04
H -6.63148 -0.68107 -2.65253 0.02 0.02 -0.01
H -5.62226 -0.46052 -4.89885 0.02 -0.01 0.02
H -3.20867 -0.90571 -5.22504 -0.02 0.01 0.01
H -1.80385 -1.58010 -3.29566 -0.01 0.04 0.01
H -0.41920 -3.44135 -1.94846 -0.04 -0.01 0.01
H -0.34482 -5.80116 -2.70606 -0.01 0.00 0.04
H -2.19935 -7.33993 -2.13502 0.01 0.01 0.01
H -4.10627 -6.53554 -0.77846 0.02 0.00 0.00
H -4.17567 -4.17660 -0.02259 0.03 -0.02 -0.03
N 4.19160 -4.13926 0.85048 0.00 0.06 0.01
C 3.00818 -4.67059 0.49879 -0.08 0.08 -0.08
N 2.51097 -5.61373 1.32762 -0.08 -0.05 0.00
S 2.21623 -4.21531 -0.90596 0.17 -0.12 -0.02
H 4.56416 -4.27390 1.77566 0.00 0.01 0.00
H 4.50255 -3.32791 0.34067 0.00 0.01 -0.01
H 2.82456 -5.66913 2.28341 0.02 0.01 -0.02
H 1.56099 -5.89182 1.15050 -0.03 0.02 -0.01
```
Forces are in eV/Å.

=====

Formula: C49H54N7O2P2Rb
Source: the OMol25 dataset
Level of theory: the ωB97M-V functional and the def2-TZVPD basis

Results
E_tot, a.u.: -3140.2318
Net charge: -2
M, g mol⁻¹: 920.434
E_HOMO, eV: -1.74
Frontier orbital gap, eV: 5.1881
Energy above the lowest of the compared OMol25 structures with the same formula, charge and spin, eV: 0.595

Structure (XYZ):
```
115
Properties=species:S:1:pos:R:3:forces:R:3
Rb 0.05376 0.46244 -0.18977 0.75 0.12 0.68
C 3.04631 1.34044 0.82166 0.06 -0.08 0.03
C 2.23012 2.50366 0.85578 0.09 0.01 0.02
C 1.66013 2.56843 2.17166 0.03 -0.09 -0.05
C 2.13479 1.43238 2.87335 -0.08 -0.09 -0.02
C 2.98627 0.67340 2.05491 -0.09 0.07 -0.05
C 3.77790 -0.54003 2.49981 0.00 0.01 0.01
C 4.85813 -0.11731 3.50965 0.03 -0.01 -0.02
C 4.46398 -1.21201 1.31015 0.00 -0.01 -0.01
C 2.86243 -1.56923 3.17784 0.00 0.02 0.03
C 0.71030 3.56361 2.85144 -0.07 -0.01 -0.05
C -0.72721 3.46824 2.30924 0.05 0.03 0.05
C 1.21250 5.01423 2.76728 0.00 -0.03 0.03
C 0.60658 3.25227 4.35379 -0.01 -0.01 0.02
C 2.21175 3.45011 -0.35458 0.02 0.06 0.00
C 2.61214 2.69916 -1.63901 0.04 0.05 0.10
C 0.84279 4.07630 -0.66111 0.09 -0.05 0.02
C 3.24572 4.57730 -0.16906 -0.01 0.01 -0.01
H 3.66222 1.03187 -0.01268 -0.06 0.01 -0.02
H 1.89555 1.17751 3.89907 -0.02 0.05 -0.06
H 5.53009 0.61302 3.05178 -0.01 -0.01 0.03
H 5.45058 -0.97888 3.84808 -0.03 0.04 -0.01
H 4.39670 0.35405 4.38027 0.01 -0.01 -0.02
H 5.16299 -0.52646 0.82478 -0.03 -0.03 0.00
H 3.72363 -1.52314 0.56731 0.03 0.00 0.04
H 5.02176 -2.09797 1.63677 -0.01 0.02 -0.01
H 2.35015 -1.12276 4.03409 0.02 -0.03 -0.02
H 3.43625 -2.43688 3.53325 -0.02 0.04 0.00
H 2.10168 -1.91444 2.47476 0.00 0.01 0.03
H -0.80866 3.77638 1.27026 -0.02 -0.03 0.01
H -1.41314 4.09311 2.89240 0.03 -0.02 -0.03
H -1.08723 2.43899 2.36877 -0.02 0.04 0.00
H 1.21242 5.39943 1.75079 0.03 0.00 0.02
H 2.23380 5.08060 3.15429 -0.02 0.01 -0.01
H 0.57034 5.67006 3.36676 0.01 -0.01 -0.03
H 0.14638 2.27523 4.52270 0.04 0.04 0.00
H -0.02455 4.00634 4.83436 0.00 -0.02 -0.01
H 1.58944 3.26334 4.83236 -0.03 -0.01 0.00
H 1.97099 1.83451 -1.82208 0.05 0.01 -0.10
H 3.64714 2.35646 -1.60381 -0.04 -0.03 0.00
H 2.51811 3.36898 -2.49786 0.00 -0.02 -0.02
H 0.07462 3.30567 -0.75952 -0.07 0.08 -0.04
H 0.89055 4.62355 -1.60758 -0.01 -0.01 0.00
H 0.51716 4.77510 0.10335 -0.04 -0.02 0.00
H 4.23877 4.14037 -0.03711 -0.02 0.02 0.00
H 3.02709 5.17939 0.71304 0.01 -0.01 -0.02
H 3.26823 5.23835 -1.04595 0.00 -0.03 0.04
C -1.44027 -4.13383 1.64392 0.00 -0.07 -0.14
N -1.17117 -3.32551 0.44013 0.02 0.27 0.20
P -2.27588 -2.04669 0.03620 -0.09 -0.44 0.14
C -3.81297 -3.08287 -0.02363 0.04 0.06 -0.05
C -4.70118 -3.27687 1.03066 0.00 -0.06 0.08
C -5.78294 -4.13990 0.90061 0.01 0.02 -0.01
C -5.99649 -4.82484 -0.28651 0.04 0.03 0.00
C -5.12559 -4.63197 -1.35082 -0.03 0.00 0.03
C -4.05246 -3.76400 -1.21827 0.01 0.04 -0.05
C -2.50596 -1.12954 1.60504 -0.11 -0.05 0.01
C -3.65928 -0.35759 1.75695 0.01 -0.03 0.08
C -3.82840 0.45369 2.86467 0.00 0.03 -0.01
C -2.82784 0.53320 3.82576 -0.01 0.00 0.02
C -1.66669 -0.20664 3.67516 0.04 -0.03 -0.03
C -1.50518 -1.03399 2.56902 -0.01 -0.06 -0.03
P 0.52150 -2.95580 0.20131 0.00 -0.24 -0.16
C 1.22350 -4.66169 0.32544 -0.12 0.02 -0.01
C 0.61304 -5.75373 -0.28873 -0.01 -0.05 -0.01
C 1.17528 -7.01595 -0.19240 -0.01 -0.01 0.00
C 2.36044 -7.20120 0.51497 -0.04 0.03 -0.02
C 2.97389 -6.11981 1.12565 0.00 0.00 -0.01
C 2.40248 -4.85401 1.03459 0.03 0.10 0.03
C 0.67713 -2.80527 -1.61947 0.08 -0.15 0.04
C 1.92998 -2.38183 -2.05896 -0.04 0.09 0.02
C 2.23760 -2.36508 -3.41234 0.03 -0.04 0.04
C 1.29318 -2.78099 -4.33855 -0.01 -0.10 0.07
C 0.03638 -3.18730 -3.90893 0.02 0.02 0.02
C -0.27217 -3.19386 -2.55733 0.03 -0.05 -0.07
H -2.19175 -3.66419 2.27629 -0.01 0.04 -0.01
H -0.53823 -4.25977 2.24743 0.00 0.02 0.02
H -1.79394 -5.12879 1.36290 0.01 -0.02 0.00
H -4.55216 -2.75385 1.96741 0.02 0.00 -0.03
H -6.46065 -4.27691 1.73481 0.01 0.01 0.00
H -6.84102 -5.49606 -0.38572 0.01 0.00 0.00
H -5.28945 -5.14914 -2.28816 0.01 0.01 -0.01
H -3.39525 -3.60090 -2.06444 0.00 0.01 0.00
H -4.41966 -0.36712 0.98266 0.01 0.01 0.02
H -4.70930 1.07520 2.95148 0.02 0.00 -0.01
H -2.94281 1.20650 4.66680 0.01 -0.02 -0.02
H -0.86658 -0.12913 4.40179 0.00 0.02 -0.03
H -0.57705 -1.58599 2.45860 -0.02 0.00 0.00
H -0.30727 -5.60361 -0.84458 0.04 0.00 0.01
H 0.69548 -7.86051 -0.67355 0.00 0.02 0.01
H 2.80125 -8.18866 0.58406 0.00 0.01 0.01
H 3.89493 -6.25912 1.67848 0.00 0.02 -0.01
H 2.87500 -4.00331 1.51582 0.00 -0.05 0.00
H 2.66975 -2.05263 -1.33455 -0.01 0.01 -0.03
H 3.20221 -2.00072 -3.74248 -0.04 0.00 0.00
H 1.51731 -2.75258 -5.39795 0.01 0.02 0.01
H -0.71760 -3.46729 -4.63524 0.01 0.01 0.01
H -1.25780 -3.49340 -2.23428 -0.02 -0.07 0.05
N -3.20578 1.73331 -1.98712 0.01 0.03 0.09
C -3.16140 2.04130 -0.64781 -0.12 -0.10 -0.18
O -2.31172 1.48530 0.06611 -0.40 0.42 0.03
C -4.15992 2.95684 -0.16059 -0.12 0.13 0.02
C -5.10326 3.52877 -1.04639 0.18 -0.08 0.12
N -5.85140 3.98035 -1.80748 -0.03 -0.01 -0.02
C -4.21917 3.34765 1.19806 0.08 -0.05 -0.14
N -4.31027 3.69371 2.29919 -0.02 -0.04 -0.02
H -2.42125 1.21917 -2.36094 -0.02 0.00 0.00
H -3.74018 2.30762 -2.61546 0.00 -0.01 -0.02
O -0.11634 0.27813 -2.78364 -0.11 0.03 -0.31
N -0.69521 -0.00934 -3.86000 0.04 0.14 -0.07
C 0.04659 0.03528 -4.96206 0.05 -0.07 -0.42
C 1.44941 0.32794 -4.97427 -0.22 0.10 0.06
N 2.57940 0.54852 -5.02490 0.02 0.00 -0.02
C -0.56325 -0.35197 -6.19647 0.08 0.09 0.18
N -1.01447 -0.66854 -7.21023 0.00 -0.03 0.04
```
Forces are in eV/Å.